[1]
C28H60O18S6 | ωB97M-V with the def2-TZVPD basis set

XYZ file:
```
112
C28H60O18S6, DFT ωB97M-V with the def2-TZVPD basis set
C -1.872 -3.781 -0.067
C -3.149 -3.034 0.186
C -2.889 -1.828 1.080
O -3.650 -0.771 0.509
C -3.929 -1.090 -0.770
O -4.418 -0.363 -1.568
O -3.569 -2.360 -1.036
H -1.062 -3.112 -0.340
H -2.014 -4.495 -0.878
H -1.608 -4.251 0.882
H -3.979 -3.681 0.466
H -1.818 -1.648 1.152
H -3.245 -1.993 2.097
C -5.620 1.713 6.276
C -4.851 0.423 6.068
C -5.427 -0.529 4.995
O -4.337 -0.744 4.101
C -3.286 0.034 4.441
O -2.261 0.044 3.855
O -3.524 0.708 5.582
H -6.022 2.056 5.319
H -4.945 2.500 6.624
H -6.407 1.707 7.028
H -4.759 -0.111 7.017
H -6.342 -0.129 4.563
H -5.651 -1.470 5.501
C 3.732 2.768 -0.791
C 4.786 2.093 0.068
C 4.326 0.997 1.032
O 5.382 0.039 0.974
C 5.928 0.123 -0.256
O 6.618 -0.684 -0.783
O 5.663 1.330 -0.799
H 4.306 3.222 -1.607
H 3.334 3.631 -0.249
H 2.910 2.200 -1.206
H 5.360 2.848 0.611
H 3.372 0.518 0.816
H 4.245 1.384 2.046
C 4.630 -2.143 -4.421
C 4.491 -0.634 -4.483
C 3.991 -0.107 -5.826
O 2.944 0.770 -5.507
C 2.701 0.738 -4.179
O 1.836 1.371 -3.681
O 3.436 -0.209 -3.583
H 5.257 -2.565 -5.206
H 3.612 -2.539 -4.472
H 5.078 -2.491 -3.495
H 5.403 -0.142 -4.144
H 3.734 -0.788 -6.639
H 4.868 0.370 -6.293
C -0.391 0.947 -1.533
S -0.135 0.773 0.239
O 1.132 1.484 0.604
C -1.521 1.819 0.703
H -1.477 0.878 -1.668
H 0.146 0.294 -2.202
H -0.173 2.002 -1.728
H -2.457 1.322 0.458
H -1.363 2.760 0.170
H -1.500 2.014 1.774
C -2.171 -2.031 -3.960
S -0.903 -1.967 -5.212
O -1.587 -2.086 -6.524
C -0.395 -0.254 -5.105
H -1.778 -1.992 -2.943
H -2.685 -2.988 -4.037
H -2.916 -1.246 -4.110
H -1.300 0.370 -5.080
H 0.121 0.085 -5.999
H 0.154 -0.025 -4.194
C 1.173 -5.078 -1.036
S 0.994 -3.821 -2.315
O 1.861 -4.191 -3.464
C 1.819 -2.442 -1.536
H 2.244 -5.178 -0.818
H 0.878 -6.001 -1.525
H 0.735 -4.733 -0.103
H 1.727 -1.555 -2.172
H 2.901 -2.592 -1.572
H 1.413 -2.188 -0.555
C -5.241 2.546 -3.361
S -5.324 4.085 -2.436
O -6.519 3.979 -1.563
C -3.937 3.668 -1.367
H -4.424 2.594 -4.087
H -6.143 2.441 -3.964
H -5.134 1.685 -2.703
H -4.380 3.221 -0.466
H -3.521 4.537 -0.839
H -3.133 3.058 -1.766
C 3.943 4.238 4.840
S 3.371 3.016 3.651
O 3.589 1.709 4.336
C 1.609 3.339 3.878
H 3.363 4.223 5.759
H 3.844 5.204 4.328
H 5.010 4.160 5.036
H 1.116 2.767 3.092
H 1.347 4.391 3.819
H 1.434 2.905 4.862
C 1.403 -0.452 3.146
S 0.378 -1.925 3.020
O 0.324 -2.296 1.569
C 1.461 -3.074 3.894
H 0.805 0.290 2.636
H 2.334 -0.624 2.610
H 1.571 -0.242 4.198
H 0.864 -3.937 4.169
H 1.750 -2.505 4.782
H 2.386 -3.279 3.360
```

The multiplicity is 1. The LUMO energy comes out at 0.04 eV. As for the total energy: -4846.18981 Ha. For the relative energy (zero: lowest compared OMol25 entry of this formula, charge and spin), the calculation gives 13.8 kJ/mol. As for the HOMO energy: -0.3027 Eh.

Löwdin atomic charge list, values in e, 2 entries: -0.045, -0.271



[2]
C6H15NS | ωB97M-V with the def2-TZVPD basis set

XYZ file:
```
23
C6H15NS, DFT ωB97M-V with the def2-TZVPD basis set
C -2.306 -0.379 -0.361
C -1.904 0.583 0.466
N -2.709 1.267 1.396
C -2.289 2.644 1.594
H -3.363 -0.591 -0.466
H -1.602 -0.934 -0.964
H -0.859 0.851 0.557
H -3.679 1.215 1.110
H -3.022 3.227 2.151
H -1.336 2.697 2.122
H -2.132 3.243 0.684
C 2.855 -1.055 -2.520
C 2.607 -1.089 -0.999
S 1.006 -1.845 -0.643
C 0.935 -1.299 1.100
H 3.912 -0.803 -2.659
H 2.297 -0.255 -2.993
H 2.732 -2.074 -2.876
H 2.707 -0.093 -0.560
H 3.398 -1.641 -0.478
H 1.669 -1.885 1.654
H 1.110 -0.231 1.144
H -0.025 -1.555 1.541
```

The multiplicity is 1. The LUMO energy comes out at 1.03 eV. The SMILES is C=CNC.CCSC. As for the total energy: -690.49950 Ha. For the relative energy (zero: lowest compared OMol25 entry of this formula, charge and spin), the calculation gives 110.1 kJ/mol. As for the HOMO energy: -0.3029 Eh.

Löwdin atomic charge list, values in e, 2 entries: -0.012, -0.266



[3]
C13H19ClN2O3S | ωB97M-V with the def2-TZVPD basis set

XYZ file:
```
39
C13H19ClN2O3S, DFT ωB97M-V with the def2-TZVPD basis set
C 3.300 -1.073 0.483
C 2.233 -0.391 1.281
C 1.696 0.899 0.970
C 0.773 1.307 1.836
C 0.409 0.580 2.905
C 0.690 -0.842 3.166
C 1.652 -1.417 2.464
Cl 2.335 -2.874 2.494
H 0.324 -1.406 3.784
H -0.555 0.978 3.494
S 0.013 2.832 1.333
O 0.993 3.418 0.326
O 0.140 3.625 2.836
N -1.481 2.721 0.810
H -1.971 2.460 1.476
C -1.589 2.047 -0.373
C -1.605 0.643 -0.294
N -1.698 0.053 -1.735
C -2.413 -1.041 -2.093
C -1.655 -2.415 -1.470
H -1.965 -3.309 -1.770
O -0.445 -2.569 -2.165
C 0.319 -1.237 -2.036
C -0.514 -0.100 -2.402
H 0.289 0.986 -2.529
H -0.564 0.013 -3.539
H 1.450 -1.305 -2.404
H 0.609 -1.058 -1.054
H -1.429 -2.383 -0.325
H -3.371 -1.103 -1.385
H -2.593 -1.258 -3.172
H -0.712 0.206 0.092
H -2.641 0.370 0.005
H -2.307 2.571 -0.866
H -0.594 2.445 -0.948
H 2.019 1.392 0.122
H 3.191 -1.948 -0.150
H 4.017 -1.408 1.197
H 3.651 -0.410 -0.363
```

The multiplicity is 1. The LUMO energy comes out at -0.11 eV. As for the total energy: -1699.93647 Ha. For the relative energy (zero: lowest compared OMol25 entry of this formula, charge and spin), the calculation gives 1099.4 kJ/mol. As for the HOMO energy: -0.3091 Eh.

Löwdin atomic charge list, values in e, 2 entries: -0.138, -0.128



[4]
C7H12S | ωB97M-V with the def2-TZVPD basis set

XYZ file:
```
20
C7H12S, DFT ωB97M-V with the def2-TZVPD basis set
C -0.654 -1.463 0.154
C 2.003 -0.578 -0.071
C -1.951 -1.059 -0.187
C -1.523 1.462 0.378
C -2.558 0.329 -0.053
C -0.050 1.254 -0.028
C 3.191 0.394 -0.243
S 0.534 -0.212 0.662
H -0.135 -2.271 -0.315
H 2.280 -1.647 0.073
H -1.916 -1.318 -1.293
H -2.679 -1.934 0.126
H -1.911 2.416 0.015
H -1.616 1.580 1.409
H -3.476 0.538 -0.720
H -0.138 0.879 -1.107
H 3.816 -0.066 -1.096
H 2.684 1.198 -0.508
H 3.850 0.490 0.663
H 0.248 0.010 2.141
```

The multiplicity is 1. The LUMO energy (spin up / spin down) comes out at -0.69 / 0.28 eV. As for the total energy: -671.71622 Ha. For the relative energy (zero: lowest compared OMol25 entry of this formula, charge and spin), the calculation gives 1052.0 kJ/mol. As for the HOMO energy (spin up / spin down): -0.2681 / -0.2770 Eh.

Löwdin atomic charge list, values in e, 2 entries: -0.253, -0.436



[5]
C11H17N7O3Pt | ωB97M-V with the def2-TZVPD basis set

XYZ file:
```
39
C11H17N7O3Pt, DFT ωB97M-V with the def2-TZVPD basis set
Pt -0.108 1.033 0.600
N 3.695 -0.614 0.069
C 2.619 -0.112 -0.509
N 1.703 0.079 0.425
C 2.304 -0.325 1.609
N 3.541 -0.767 1.415
C 1.541 -0.184 2.794
C 1.964 -0.506 4.091
N 1.213 -0.365 5.154
C -0.058 0.127 4.927
C -0.509 0.474 3.691
N 0.272 0.342 2.591
H 4.565 -0.871 -0.364
H 2.515 0.080 -1.564
H 2.971 -0.894 4.229
H -0.700 0.230 5.791
H -1.506 0.864 3.529
C -4.150 2.818 -0.353
O -3.673 1.495 -0.601
C -2.650 1.098 0.240
O -1.791 2.096 0.589
N -1.872 -1.225 -0.045
N -0.892 -2.190 -0.354
H -5.089 2.900 -0.894
H -3.445 3.563 -0.716
H -4.322 2.989 0.711
H -2.168 -1.294 0.918
H -0.972 -2.447 -1.329
H 0.034 -1.796 -0.193
C -4.495 -0.021 1.351
O -3.183 0.527 1.434
C -1.709 0.086 -0.450
C -1.492 0.306 -1.922
H -4.593 -0.734 0.530
H -5.250 0.755 1.231
H -4.663 -0.535 2.296
H -0.673 -0.304 -2.302
H -1.276 1.353 -2.124
H -2.414 0.040 -2.447
```

The multiplicity is 3. The LUMO energy (spin up / spin down) comes out at 0.12 / -0.54 eV. As for the total energy: -1157.56362 Ha. As for the HOMO energy (spin up / spin down): -0.2023 / -0.3208 Eh.

Löwdin atomic charge list, values in e, 2 entries: 1.228, 0.017



[6]
C21H48IO5P2SScSi | ωB97M-V with the def2-TZVPD basis set

XYZ file:
```
80
C21H48IO5P2SScSi, DFT ωB97M-V with the def2-TZVPD basis set
C -0.690 5.583 -0.123
C -1.020 4.201 -0.242
H -1.522 6.211 -0.502
H 0.245 5.759 -0.693
H -0.501 5.779 0.952
O -1.404 3.131 -0.475
I 2.828 1.528 1.530
Sc 0.724 0.226 0.497
P -1.187 0.274 2.293
C -2.628 -0.828 2.445
C -0.222 -0.117 3.795
H -0.870 0.028 4.668
H -2.247 1.863 3.756
H 0.651 0.544 3.856
H -1.182 2.685 2.566
H -2.338 -1.870 2.263
H 0.150 -1.149 3.765
C -1.923 1.887 2.707
H -3.060 -0.740 3.453
H -2.782 2.081 2.054
H -3.378 -0.541 1.696
P 1.077 0.151 -2.078
C 0.306 -1.029 -3.218
C 1.060 1.701 -3.027
H 3.426 0.199 -1.460
H 3.169 -0.255 -3.179
H 2.899 -1.453 -1.863
C 2.815 -0.395 -2.150
H 1.436 2.520 -2.400
H 1.702 1.590 -3.913
H 0.791 -0.973 -4.203
H -0.761 -0.796 -3.319
H 0.034 1.934 -3.340
H 0.404 -2.040 -2.803
C -1.251 -0.088 -0.483
O -2.281 -0.293 -0.993
C 4.264 -4.315 0.512
C 3.685 -4.544 -0.879
C 4.640 -3.967 -1.920
C 3.440 -6.032 -1.120
O 2.414 -3.830 -1.043
Si 1.191 -3.567 0.047
S 1.630 -1.934 1.207
O -0.178 -3.432 -0.877
C -0.923 -4.536 -1.496
C -1.599 -3.991 -2.746
C 0.008 -5.675 -1.876
C -1.985 -5.028 -0.526
O 1.059 -4.884 1.048
C 0.641 -5.029 2.454
C -0.588 -4.175 2.735
C 0.352 -6.519 2.634
C 1.783 -4.604 3.371
H 5.279 -4.738 0.558
H 3.664 -4.810 1.285
H 4.327 -3.243 0.733
H 5.608 -4.483 -1.886
H 4.233 -4.070 -2.932
H 4.827 -2.904 -1.721
H 2.746 -6.438 -0.371
H 3.015 -6.193 -2.119
H 4.382 -6.594 -1.050
H -0.860 -3.745 -3.517
H -2.273 -4.756 -3.155
H -2.185 -3.097 -2.504
H -0.559 -6.447 -2.413
H 0.809 -5.333 -2.540
H 0.437 -6.168 -0.996
H -1.536 -5.570 0.315
H -2.588 -4.187 -0.161
H -2.656 -5.728 -1.042
H -1.403 -4.389 2.031
H -0.960 -4.369 3.753
H -0.333 -3.108 2.672
H 1.257 -7.108 2.433
H 0.021 -6.736 3.660
H -0.435 -6.857 1.945
H 2.683 -5.203 3.177
H 2.022 -3.541 3.234
H 1.488 -4.749 4.421
```

The total charge is +2. The multiplicity is 1. The LUMO energy comes out at -8.79 eV. As for the total energy: -3633.66833 Ha. For the relative energy (zero: lowest compared OMol25 entry of this formula, charge and spin), the calculation gives 38.6 kJ/mol. As for the HOMO energy: -0.5002 Eh.

Löwdin atomic charge list, values in e, 2 entries: 0.097, 0.066